1.
ORCA calculation (ωB97M-V/def2-TZVPD) on 3 unconnected molecules or ions with the total composition C3H3Cl9.

Atoms and positions in Å:
C 2.14 -2.87 -1.25
C -3.30 2.44 -0.03
Cl -2.44 3.33 1.27
H 1.20 -2.31 -1.28
H 1.84 -0.43 0.71
Cl -5.00 2.34 0.39
Cl 1.55 0.11 2.95
Cl -0.50 -0.08 0.72
C 1.18 0.24 1.26
Cl 2.86 -2.79 0.36
Cl 1.84 -4.57 -1.63
Cl 1.58 1.87 0.70
Cl 3.06 -1.94 -2.58
H -2.97 1.40 -0.01
Cl -3.03 3.23 -1.56

- ΔE to the lowest compared entry with this formula, charge and spin (kcal/mol) = 10.87
- highest occupied orbital energy (eV) = -11.06
- HOMO-LUMO gap (eV) = 11.196
- SMILES string = ClC(Cl)Cl.ClC(Cl)Cl.ClC(Cl)Cl

2.
ORCA calculation (ωB97M-V/def2-TZVPD) on 5 unconnected molecules or ions with the total composition C31H68N5O17P2.

Atoms and positions in Å:
C -1.11 -0.43 1.25
C 7.23 0.93 2.71
H 2.57 2.65 11.88
H 7.72 1.45 1.89
C 0.86 -0.49 -0.09
H -0.43 -7.52 -4.13
C 0.08 -5.48 -4.58
C 1.47 -0.25 7.81
C -1.66 -4.48 -9.67
H 0.35 -0.18 -1.01
H -2.93 1.02 -7.32
C 0.18 -6.97 -4.84
O 2.41 3.25 9.89
H -0.84 -2.52 -0.61
H -2.35 2.76 3.92
C 2.39 3.88 0.86
O -3.16 3.17 -4.27
N -1.61 -0.44 2.57
P 3.73 1.85 1.86
O 3.49 2.94 0.73
H -4.44 -1.76 2.11
C 0.61 -0.95 3.75
H -3.57 0.78 1.27
C 1.73 -5.18 -2.98
O 2.59 -5.38 -3.79
H -3.91 5.74 -4.51
O 2.07 2.11 8.09
H 1.87 1.34 -0.30
C -2.77 1.36 0.83
C 5.88 0.44 2.24
O 0.42 -5.14 -3.22
H 3.94 -4.35 -1.96
C 2.78 0.39 1.38
C -4.09 2.34 -4.73
H 0.12 -4.20 -8.49
C 2.94 5.28 0.89
H 1.59 -1.09 7.12
O -0.99 -2.53 -8.34
H -3.12 1.75 -0.12
H -3.34 -0.40 4.89
H 3.34 0.70 7.24
O -4.46 1.54 -3.72
H -1.07 0.10 4.51
H -0.94 -3.10 1.06
H -5.63 -0.01 -3.19
P -2.63 -1.66 3.20
C -3.22 -0.01 -7.50
N -0.04 -1.19 0.85
H 0.61 -3.08 0.26
O 3.44 1.26 9.68
H -2.21 -3.77 3.07
H 5.98 -0.41 1.58
C -5.52 0.63 -4.05
O -3.52 -2.01 1.91
H 1.21 -7.31 -4.74
C -3.66 5.26 -5.45
H 0.70 -4.91 -5.27
H -0.21 0.98 3.26
H 0.44 -1.99 3.51
H 1.84 0.38 4.36
C -0.34 -2.55 0.36
H -2.18 4.67 1.64
H -5.26 0.04 -4.93
H -2.72 -4.27 -9.62
H 1.60 -1.23 -0.40
H -3.94 -0.05 -8.31
H 3.66 5.39 1.70
H -0.16 -7.19 -5.84
H 2.75 4.39 11.52
H -3.60 4.02 0.84
C -0.56 -0.01 3.55
H 7.86 0.09 3.00
C -3.04 2.53 3.10
H -2.43 3.62 -6.16
H 1.94 1.23 6.31
O -4.52 2.28 -5.85
H 2.54 -0.16 2.28
H 3.45 5.50 -0.05
H 2.13 6.00 1.02
H -3.66 -0.44 -6.60
H -2.00 3.90 0.07
H 3.40 -4.66 -0.29
O -1.72 -2.96 3.25
H -1.52 -5.56 -9.74
O 5.22 1.50 1.49
C 3.00 3.38 11.20
H 0.83 1.30 1.12
H -0.95 -5.15 -4.70
N -3.42 -1.31 4.46
H -1.36 0.46 -0.49
C 2.72 2.12 9.27
H 1.81 -0.56 8.79
H -6.44 1.18 -4.24
H 3.69 -6.02 -1.40
C 2.27 0.93 7.30
H -4.58 4.90 -5.91
N 1.75 -0.63 4.19
H 3.45 -0.23 0.77
C -2.32 2.52 1.75
C -2.15 -2.02 -7.94
H 5.25 0.15 3.09
C 3.34 -4.99 -1.32
O 1.95 -4.91 -1.68
N -1.68 0.43 0.47
H 1.82 3.66 1.77
H 7.13 1.64 3.53
H 4.07 3.26 11.15
C -2.68 4.14 -5.23
H -1.24 -4.02 -10.56
H -1.24 2.43 1.93
H -3.50 1.56 3.33
C 1.55 0.71 0.54
H -1.75 4.51 -4.79
O -3.14 -2.65 -7.63
H -3.22 6.01 -6.12
H 1.75 3.72 -0.01
O 3.44 2.28 3.25
H -3.83 3.28 3.12
C -2.54 3.85 1.02
O -2.02 -0.70 -7.85
C -0.94 -3.97 -8.44
H 0.41 0.01 7.88
H -1.35 -4.40 -7.52

- total charge = +1
- highest occupied orbital energy (eV) = -12.16
- HOMO-LUMO gap (eV) = 8.514

3.
ORCA calculation (ωB97M-V/def2-TZVPD) on a single C5H11NO molecule.

Atoms and positions in Å:
H -2.72 -1.01 -1.78
O 0.48 -1.90 0.73
H 1.78 1.92 -0.23
H -1.23 -0.11 1.50
H -2.29 -1.72 -0.23
H 2.50 -0.87 0.28
H 3.29 1.30 0.48
N 1.80 -0.14 0.28
H -1.13 -1.76 -1.55
C -1.39 0.22 -0.64
H -0.27 1.26 0.89
C 2.20 1.23 0.51
C -0.61 0.24 0.68
H -2.24 0.89 -0.54
H -0.82 0.71 -1.44
H 1.93 1.58 1.50
C -1.89 -1.15 -1.07
C 0.58 -0.70 0.60

- ΔE to the lowest compared entry with this formula, charge and spin (kcal/mol) = 8.57
- highest occupied orbital energy (eV) = -9.45
- HOMO-LUMO gap (eV) = 10.343
- SMILES string = CCCC(=O)NC

4.
ORCA calculation (ωB97M-V/def2-TZVPD) on a single C3H3ClOS molecule.

Atoms and positions in Å:
H 0.70 -0.97 1.57
O 0.64 0.07 -1.51
Cl -1.72 2.79 -0.66
H -0.62 -1.11 0.82
H 1.08 -1.80 -0.95
S 0.03 1.21 0.99
C 0.31 -0.64 0.67
C -1.15 1.27 -0.20
C 0.73 -0.82 -0.72

- ΔE to the lowest compared entry with this formula, charge and spin (kcal/mol) = 73.52
- highest occupied orbital energy (eV) = -8.29
- HOMO-LUMO gap (eV) = 8.357

5.
ORCA calculation (ωB97M-V/def2-TZVPD) on a molecular structure, C37H88FeN2O9.

Atoms and positions in Å:
H -0.64 3.04 4.10
C 2.88 0.51 -5.98
C -3.63 -2.93 -0.20
H -6.98 -4.13 1.93
H 3.16 -1.52 -6.96
H 3.57 -1.28 -5.25
O 1.63 2.89 -3.21
O 4.79 -1.08 0.21
H -5.76 -2.91 -0.01
C -4.53 3.16 0.34
H -1.48 5.73 4.35
C 3.10 3.72 0.33
H 0.93 4.57 -4.73
H -5.01 -4.53 0.11
H -2.44 3.94 5.78
O 2.71 0.31 -1.66
C -0.71 2.64 -2.95
C -2.45 -3.04 2.07
H 1.28 -5.05 -1.55
H 1.25 -0.16 -2.91
C -5.49 -1.74 2.23
H 0.53 1.63 -4.32
O 4.50 0.70 2.76
C 2.99 1.51 -7.18
H 3.41 4.74 0.57
H -5.26 -1.22 1.30
H -0.63 3.94 -5.27
H 1.07 4.10 0.92
C -1.61 5.27 3.38
N -3.59 3.94 2.54
C -3.18 4.07 4.99
O 3.90 3.35 -0.79
H -0.38 -1.12 -1.35
Fe 3.46 1.91 -2.85
H -1.52 -4.90 2.65
H -0.63 1.71 -2.38
C 2.79 -4.94 -3.09
H 2.39 1.45 4.73
H 3.38 -4.47 -2.31
H -3.50 -4.15 4.52
H -2.38 -4.46 0.47
H -2.56 -1.24 3.31
C 1.58 3.72 0.03
H 4.54 1.29 -5.23
C 3.18 0.70 4.81
C -2.48 4.04 3.58
H 1.74 -6.61 -2.18
H -5.13 4.07 0.34
C 3.58 -0.83 -6.24
H -1.66 2.64 -3.49
H -1.23 -1.13 2.22
H -3.62 -3.21 -1.25
H -1.59 -2.87 0.05
C 1.63 -0.46 -1.93
H 0.75 3.29 -6.03
H -5.04 -1.26 3.09
H 0.65 -5.56 -3.09
O 3.63 1.14 -4.95
H 3.63 -0.95 3.48
H -0.61 1.26 2.28
H 1.27 -0.39 3.26
H 1.48 3.78 -2.86
C 0.51 -0.69 -0.90
H 2.20 -0.75 1.87
H -3.92 3.27 5.10
H 1.33 2.69 -0.19
H 2.75 -0.08 5.43
H -0.80 3.43 -2.20
H -1.23 -3.70 3.86
H -2.34 4.07 -0.70
H 1.87 -3.11 -3.72
H 1.78 -4.52 -4.84
H -5.84 -5.19 2.63
H -2.71 5.49 0.34
H 3.29 3.11 1.21
C 0.47 2.64 -3.92
H 3.22 -3.58 -4.73
C 5.72 -2.97 1.30
H 2.77 1.17 -8.19
H -3.87 4.88 5.25
H 6.60 -2.32 1.34
C -1.56 2.78 3.58
C 0.41 3.68 -5.07
H 2.81 -2.57 1.04
C 1.54 -5.58 -2.47
H 4.00 1.94 -7.13
C -2.40 4.44 0.32
H 3.37 -4.12 0.39
H -0.22 -3.59 2.57
H -1.98 1.95 4.16
H 1.87 0.19 -5.70
H -2.24 1.66 0.37
C 4.81 -2.46 0.10
H 0.90 -1.22 -0.03
H 3.82 -6.59 -3.42
H -5.47 4.52 2.59
H 1.95 -1.47 -2.20
H 4.08 1.19 5.19
H 5.22 0.33 3.27
C 3.40 0.11 3.35
C -6.06 -4.13 2.52
O 3.52 -5.84 -3.93
C -1.26 -3.85 2.78
H 1.74 0.95 2.17
C -5.01 -3.20 1.90
H 4.21 -0.76 -0.48
C 3.38 -3.04 0.23
O -4.60 4.94 2.61
H -3.02 1.38 1.87
H 6.07 -3.95 0.99
H 1.38 4.56 -0.63
N -3.74 -3.46 2.65
H -1.35 4.36 0.61
C -2.41 -3.38 0.57
H 5.33 -2.73 -0.82
H 4.64 -0.71 -6.48
H -0.61 5.04 3.02
C -2.37 2.10 1.36
H -2.04 6.10 2.82
C 2.06 0.02 2.64
O -3.75 -3.32 4.10
H 5.23 -3.02 2.28
H -2.92 -0.86 1.76
H -6.37 -3.84 3.52
H -0.36 2.83 1.84
C -3.24 3.42 1.20
H 2.71 -2.99 -0.63
C -4.91 -3.47 0.37
H 2.44 2.44 -7.06
C -1.15 2.20 2.24
C -2.24 -1.52 2.30
H -4.28 2.96 -0.70
H -6.58 -1.78 2.20
C 2.40 -3.97 -4.14
H -3.61 -1.84 -0.22
H 0.17 0.29 -0.59
H -5.12 2.37 0.81

- highest occupied orbital energy (alpha / beta) (eV) = -6.91 / -6.81
- 2S+1 = 5
- HOMO-LUMO gap (alpha / beta) (eV) = 6.343 / 6.041

6.
ORCA calculation (ωB97M-V/def2-TZVPD) on 2 unconnected molecules or ions with the total composition C2H6NO3S.

Atoms and positions in Å:
O -2.25 -0.63 -1.36
H -1.68 1.76 -0.93
O 2.49 -0.84 -0.30
N 0.50 0.14 0.02
H 3.22 -1.47 0.18
S -2.64 -0.15 0.16
C 1.47 -0.52 0.48
H 0.55 0.36 -1.03
H -1.41 1.96 0.92
O -2.22 -1.08 1.16
H -2.56 -1.48 -1.69
C -1.51 1.19 0.10
H 1.58 -0.95 1.41

- ΔE to the lowest compared entry with this formula, charge and spin (kcal/mol) = 40.14
- total charge = +1
- highest occupied orbital energy (alpha / beta) (eV) = -14.62 / -14.61
- HOMO-LUMO gap (alpha / beta) (eV) = 7.870 / 7.868

7.
ORCA calculation (ωB97M-V/def2-TZVPD) on a molecular structure, C27H63F3K3N6O15PS2.

Atoms and positions in Å:
H -3.44 -4.69 4.65
N 6.17 -4.54 -1.54
H -7.80 3.09 -2.45
C 3.98 6.98 5.16
H 4.13 9.17 0.77
N 4.03 -3.35 -0.32
C 7.04 -3.39 -1.73
H -2.95 -8.29 -8.31
H -3.46 -6.96 -9.25
H 3.05 -3.69 1.60
C 3.72 -2.63 -1.54
H 3.53 7.43 0.55
N -0.18 -4.21 -7.35
C -3.05 -4.10 3.83
O -2.02 3.17 2.56
H 7.65 -6.11 -2.00
O -9.83 7.02 -2.98
H 1.38 8.20 4.51
C 6.60 -5.86 -2.09
O -6.14 4.59 7.21
C 4.28 8.11 0.96
H -9.21 3.63 -0.61
H -2.25 -4.74 3.45
C 9.37 2.14 2.82
H -3.33 -4.51 -8.20
H 3.80 6.84 6.22
H 4.50 -7.69 0.67
N 4.14 -5.93 -0.29
H 6.42 -2.56 -2.04
H -10.51 2.98 -1.62
H 2.05 -2.96 0.50
C 8.25 2.63 0.86
O 9.57 2.62 1.51
H -8.97 2.88 -3.52
H -4.99 -3.79 -0.55
H 7.27 3.74 2.46
H 3.82 -3.26 -2.43
H 2.81 -7.10 -1.39
H 8.05 1.68 0.37
C 3.48 8.23 4.56
H 7.59 -3.25 -0.80
O 6.10 -4.59 1.16
H 2.99 9.20 2.64
C 7.93 1.97 3.22
H 7.82 -3.41 -2.49
K -3.84 8.33 6.11
H 4.52 -1.91 -1.71
H -2.91 -2.22 -7.38
H -2.39 -3.30 4.17
H 0.38 -4.25 -6.51
S -7.53 4.95 7.51
O 10.37 2.02 3.59
C -8.73 3.58 -2.73
F -0.05 3.49 0.35
H 3.71 -5.96 -2.36
K -5.84 0.32 4.84
C -8.48 5.04 -3.29
H -4.14 -7.07 -7.69
H -5.11 -2.34 0.51
C 3.29 8.22 3.01
H 2.42 -5.37 -1.29
H 3.57 6.11 4.64
H 5.21 7.92 0.44
C 3.23 -6.10 -1.39
H -6.46 -4.98 0.90
P 5.24 -4.56 -0.04
H 2.75 -7.21 0.76
C -1.87 -2.55 -7.38
H -0.33 -5.18 -7.57
H 6.32 -6.71 -1.47
C -5.96 -4.14 1.36
H 6.28 -6.15 -3.09
C -3.21 -7.23 -8.23
H 7.72 0.90 3.19
C -5.63 -3.22 0.12
C -1.57 -4.05 -7.09
H 6.31 2.34 1.90
C -4.83 -4.63 2.30
O -8.49 3.90 7.01
S -2.27 4.16 1.55
C -9.60 5.83 -2.72
O -1.79 5.48 1.93
C 7.32 2.75 2.01
H -7.41 -3.87 2.84
H 2.02 8.00 6.01
H -4.16 -5.43 1.98
C -9.74 3.75 -1.55
C -1.32 3.61 -0.04
H 3.96 -6.52 1.89
H 4.15 9.02 4.88
O -3.74 4.15 1.22
N -6.96 -3.35 2.10
H -7.58 5.50 -2.86
C 3.78 -6.90 0.89
F -1.44 4.52 -1.03
O -7.77 6.21 6.95
C -2.34 -4.97 -8.11
H -7.58 -3.06 1.36
C 3.08 -2.91 0.84
H 5.05 6.86 4.99
K -1.59 2.50 8.36
H -1.92 -4.84 -9.10
H -6.47 -2.77 -0.42
H -8.52 5.20 -4.36
H 2.76 -2.12 -1.47
H -1.60 -4.21 -6.02
N 2.13 8.47 5.12
H 7.67 2.21 4.25
O -7.65 5.03 8.94
H -5.37 -5.18 3.07
H 2.58 7.41 2.89
O -4.04 -3.56 2.88
H -1.51 -2.30 -8.38
O -2.13 -6.37 -7.82
H 8.08 3.39 0.10
O 4.53 7.88 2.33
H -1.40 -1.90 -6.64
O -10.23 5.16 -1.74
H 3.34 -1.94 1.26
F -1.72 2.43 -0.60

- ΔE to the lowest compared entry with this formula, charge and spin (kcal/mol) = 303.47
- highest occupied orbital energy (eV) = -4.82
- HOMO-LUMO gap (eV) = 2.263

no.,largest force on an atom (eV/Å),DFT total energy (eV)
1,1.748,-115860.8631
2,1.217,-94084.1380
3,0.701,-8901.3257
4,3.568,-28560.9959
5,4.176,-95581.9637
6,4.485,-20627.5149
7,6.195,-156750.6322